The following is a DFT calculation (ωB97M-V/def2-TZVPD) of C3H4N2O in the gas phase.

Properties
HOMO energy   -9.36 eV
Molecular weight   84.078 g mol⁻¹
SMILES string   Nc1cnco1
Electronic energy   -301.36938 a.u.
Energy above the lowest of the compared OMol25 structures with the same formula, charge and spin   73.95 kcal per mole

Bonds (Å) are listed after each position.
Geometry (Å):
1 C 0.08 0.02 -0.30  O4 1.363, N5 1.393, C10 1.322
2 H 1.35 -0.82 2.43  C3 1.090
3 C 0.64 -0.48 1.67  H2 1.090, O4 1.364, N6 1.301
4 O 1.16 -0.44 0.41  C1 1.363, C3 1.364
5 N -0.13 0.31 -1.64  C1 1.393, H7 1.003, H8 1.003
6 N -0.60 -0.10 1.80  C3 1.301, C10 1.428
7 H -0.26 -0.46 -2.28  N5 1.003
8 H 0.26 1.15 -2.02  N5 1.003
9 H -1.54 0.58 -0.54  C10 1.205
10 C -0.97 0.24 0.47  C1 1.322, N6 1.428, H9 1.205

These are the Mulliken partial charges, in e, on atoms 1 to 2: 0.40 0.38